Here is a molecular structure, C34H60AlN2O2Si from OMol25. Energies are from ωB97M-V with the def2-TZVPD basis set.

Positions of all 100 atoms, in Å:
O 1.1095 -2.3361 -0.2143
O -1.8405 -2.1182 -4.7152
C 2.2194 -2.4217 -1.0762
C 3.1210 -3.4316 -0.4054
H 2.7257 -1.4589 -1.0978
H 1.9955 -2.6444 -2.1566
H 3.4551 -3.0508 0.5813
H 3.9894 -3.5994 -1.0458
H 2.5082 -4.3185 -0.2213
C 0.0064 -3.1313 -0.5647
C -0.0142 -3.9248 -1.8726
H -0.9137 -2.5383 -0.4841
H -0.0146 -3.8190 0.3023
H -0.2070 -3.2857 -2.7534
H -0.8313 -4.6564 -1.7516
H 0.9441 -4.4486 -1.9903
C -3.0395 -1.7085 -4.0928
C -1.2675 -1.1404 -5.5701
C -3.7695 -2.9187 -3.5213
H -3.7536 -1.1625 -4.7774
H -2.7746 -1.0294 -3.2700
H -3.9617 -3.6634 -4.3108
H -4.7232 -2.6231 -3.0858
H -3.1824 -3.4037 -2.7456
C -0.9161 -1.7442 -6.9286
H -0.3415 -0.8286 -5.0860
H -1.9103 -0.2563 -5.7328
H -0.3306 -2.6611 -6.8081
H -0.3431 -1.0447 -7.5451
H -1.8347 -1.9989 -7.4748
H 0.3363 -0.2410 -0.5059
N 1.6269 1.0324 1.9663
C 1.5486 2.3202 2.3683
C 0.3881 3.0828 2.2321
C -0.9238 2.6504 2.0226
C 2.7672 2.9504 2.9772
H 3.6453 2.8824 2.3205
H 3.0212 2.4991 3.9490
H 2.5542 4.0114 3.1505
C -2.0407 3.6382 2.1691
H -2.5136 3.5382 3.1609
H -2.8023 3.5138 1.3907
H -1.6078 4.6467 2.1001
N -1.2272 1.3671 1.7456
C 2.8179 0.2730 2.2558
C 3.8570 0.2228 1.3101
C 3.8683 1.0870 0.0844
C 4.8957 -0.6863 1.5009
H 5.6746 -0.7619 0.7342
C 4.9476 -1.4791 2.6455
H 5.7579 -2.1936 2.7835
C 3.9656 -1.3380 3.6393
H 4.0030 -1.9293 4.5470
C 2.9182 -0.4251 3.4577
C 1.9023 -0.2657 4.5472
C -2.5476 0.8844 2.1306
C -3.4933 0.5698 1.1371
C -3.2103 0.8670 -0.2998
C -4.7117 0.0270 1.5084
H -5.4358 -0.2207 0.7231
C -5.0158 -0.1964 2.8498
H -5.9747 -0.6394 3.1347
C -4.0897 0.1546 3.8358
H -4.3145 0.0030 4.8954
C -2.8601 0.7043 3.4996
C -1.8998 1.0945 4.5810
Al 0.1628 0.1732 1.2145
H 3.5950 0.5183 -0.8181
H 4.8932 1.4706 -0.0906
H 3.1989 1.9523 0.1628
H 1.5695 0.7774 4.6727
H 2.3314 -0.5898 5.5123
H 1.0095 -0.8896 4.3704
H -4.0587 0.5176 -0.9062
H -2.3140 0.3505 -0.6686
H -3.0955 1.9423 -0.4927
H -0.8826 0.7244 4.4039
H -2.2533 0.6591 5.5247
H -1.8506 2.1844 4.7337
H 0.5018 4.1419 2.4370
C 0.4109 0.4843 -1.2179
Si 0.3847 2.2212 -1.9624
H 1.4305 0.3651 -1.6406
H -0.3998 0.1491 -1.8982
C 1.5914 1.9023 -3.3695
C 0.9634 3.6614 -0.9828
C -1.3166 2.4906 -2.6410
H -1.8334 1.5658 -2.9325
H -1.2066 3.1166 -3.5252
H -1.9364 3.0358 -1.9140
H 2.5630 1.5243 -3.0134
H 1.7623 2.8479 -3.8696
H 1.1943 1.1800 -4.1018
H 1.8543 3.4649 -0.3790
H 0.1611 4.0362 -0.3285
H 1.2037 4.4369 -1.7138
C -0.3107 -1.4197 2.1775
H -1.1108 -1.9712 1.6722
H -0.6780 -1.1819 3.1642
H 0.5329 -2.1190 2.2869

Values from the calculation:
* DFT total energy: -2123.286000 a.u.
* ΔE to the lowest compared entry with this formula, charge and spin: 19.5 kcal per mole
* gap between HOMO and LUMO: 8.553 eV
* total charge: +1

Atom charges from the Löwdin analysis, given in e for atoms 1 to 4: number 1, O, carries -0.232; number 2, O, carries -0.170; number 3, C, carries -0.284; number 4, C, carries -0.046